Density functional theory data (ωB97M-V with the def2-TZVPD basis set) for one molecule with the formula CHNO3 in a non-equilibrium geometry.

Energy relative to the best compared isomer or geometry (same formula, charge and spin): 136.5 kcal/mol
Maximum force: 4.441 eV Å⁻¹
Frontier orbital gap (spin up / spin down): 8.430 / 8.479 eV
Highest occupied orbital energy (spin up / spin down): -9.9 / -10.2 eV

Geometry as ORCA input:
```
! wB97M-V def2-TZVPD RIJCOSX def2/J DEFGRID3
* xyz 0 1
C 0.582 0.434 0.036
N 0.212 -0.255 1.030
O -0.077 0.199 -1.081
O -0.928 -0.638 1.298
O -1.374 -0.144 -0.995
H 1.585 0.403 -0.287
*
```

The computed Löwdin charges, all in e, follow: C -0.19; N 0.00; O -0.05; O 0.09; O 0.03; H 0.13